A structure of composition C41H102N6O14Zn. Source: OMol25; level of theory: wB97M-V/def2-TZVPD.

Structure (XYZ):
```
164
C41H102N6O14Zn wB97M-V/def2-TZVPD
Zn -3.3079 -0.0974 -4.1772
C -5.5876 2.6745 -4.6085
C -4.3383 2.7718 -3.7344
O -3.6802 1.6728 -3.2752
H -6.3248 1.9721 -4.2194
H -5.3440 2.2991 -5.6024
H -6.0505 3.6492 -4.7630
H -4.6104 3.4198 -2.9013
H -3.7138 3.3688 -4.3990
C -7.3582 -0.8285 -5.4207
C -5.9887 -1.4316 -5.7267
C -5.6146 -1.2374 -7.2162
O -5.0762 -0.9458 -4.7563
H -7.5747 -0.8721 -4.3533
H -7.9869 -1.2698 -6.1940
H -7.4594 0.1927 -5.7881
H -6.1856 -2.4836 -5.5200
H -4.6130 -1.6376 -7.3733
H -5.5294 -0.1752 -7.4458
H -6.3184 -1.6832 -7.9191
C -1.5047 4.1401 -7.5388
O -2.1296 2.9613 -7.0514
C -1.9462 1.7755 -7.8107
C -2.6569 0.7485 -6.9368
N -2.0123 0.7231 -5.6236
C -0.7860 0.0081 -5.7505
C -0.9693 -1.4774 -5.9321
O -2.2569 -1.9662 -5.6219
C -2.5016 -3.3190 -6.2335
H -1.9274 4.8279 -6.8064
H -1.8708 4.4986 -8.5009
H -0.4428 4.3652 -7.4399
H -0.9210 1.5624 -8.1131
H -2.4266 2.0150 -8.7594
H -2.4226 -0.1368 -7.5280
H -3.7397 0.6675 -7.0322
H -1.8300 1.7163 -5.6447
H -0.4260 0.0875 -4.7247
H -0.1045 0.5096 -6.4376
H -0.1234 -1.9110 -5.3986
H -0.8492 -1.7126 -6.9896
H -1.8384 -3.3615 -7.0975
H -3.5618 -3.5262 -6.3790
H -2.2112 -4.1111 -5.5432
C -10.2926 -0.9218 -0.5006
O -9.7023 0.3162 -0.8757
C -9.8767 0.8189 -2.2099
C -9.9109 2.3519 -2.3008
N -10.7768 2.9318 -1.3238
C -10.4984 4.3289 -0.9498
C -11.0922 5.2953 -2.0156
O -12.5185 5.5573 -1.8747
C -13.0249 6.2599 -3.0044
H -11.1176 -1.2446 -1.1357
H -10.5748 -1.0898 0.5387
H -9.5900 -1.7406 -0.6554
H -10.7674 0.3472 -2.6250
H -9.0627 0.4295 -2.8213
H -10.3301 2.6753 -3.2536
H -8.8806 2.6329 -2.0825
H -10.8983 2.3237 -0.5266
H -9.4913 4.6443 -0.6773
H -11.1132 4.3557 -0.0501
H -10.8705 5.0092 -3.0438
H -10.5361 6.2327 -2.0115
H -12.3297 7.0303 -3.3382
H -13.9004 6.7382 -2.5654
H -13.3118 5.6022 -3.8249
C -13.7068 2.6871 -2.9760
O -14.2671 3.1007 -4.2116
C -15.5760 2.6164 -4.4209
C -15.4625 1.2178 -4.8463
N -14.5967 0.9479 -6.0048
C -14.1139 -0.4598 -6.1258
C -12.9795 -0.8693 -5.2263
O -11.7474 -0.1147 -5.5775
C -10.5290 -0.8069 -5.3047
H -12.8971 1.9832 -3.1680
H -14.4692 2.2196 -2.3528
H -13.4445 3.4644 -2.2582
H -16.0258 3.0692 -5.3045
H -16.3544 2.8546 -3.6959
H -16.4778 0.9626 -5.1500
H -15.2401 0.6755 -3.9273
H -13.7671 1.5195 -6.0764
H -13.8667 -0.4972 -7.1867
H -14.9121 -1.1915 -6.0008
H -12.8932 -1.8974 -5.5779
H -13.2058 -0.8402 -4.1605
H -10.3867 -1.6994 -5.9140
H -10.4274 -1.2782 -4.3271
H -9.7110 -0.1090 -5.4832
C -12.3550 -3.9747 -2.8510
O -10.9774 -3.7001 -3.0596
C -10.3270 -4.4577 -4.0009
C -8.8200 -4.1095 -3.9470
N -8.2012 -4.2718 -2.6070
C -6.8110 -3.8386 -2.5747
C -6.0227 -4.1416 -1.2163
O -6.7240 -3.4556 -0.1587
C -6.2665 -3.6905 1.1244
H -12.7419 -3.4926 -1.9532
H -12.4985 -5.0535 -2.9124
H -12.9256 -3.5233 -3.6626
H -10.5997 -4.0939 -4.9916
H -10.5735 -5.4830 -3.7250
H -8.8197 -3.0424 -4.1690
H -8.3166 -4.5895 -4.7861
H -8.7426 -3.7577 -1.9267
H -6.9141 -2.7538 -2.6000
H -6.2657 -4.1956 -3.4484
H -4.9485 -3.9572 -1.2242
H -6.1021 -5.2060 -0.9954
H -7.2481 -3.5846 1.5864
H -5.3799 -3.1080 1.3748
H -6.0441 -4.7418 1.3074
C -5.9858 -0.3525 -0.9368
O -5.5540 0.7486 -0.1578
C -6.3487 1.9339 -0.1339
C -5.5956 3.2129 0.5116
N -4.3626 3.5078 -0.2461
C -3.5003 4.5283 0.3690
C -2.3619 4.9620 -0.6831
O -1.5538 3.8256 -1.0714
C -0.7364 4.2104 -2.2394
H -5.9087 -0.2192 -2.0158
H -6.9464 -0.8247 -0.7308
H -5.2907 -1.1759 -0.7722
H -7.2589 1.7093 0.4220
H -6.6975 2.1612 -1.1413
H -5.3915 2.8742 1.5273
H -6.2746 4.0630 0.5779
H -4.7408 3.8680 -1.1106
H -3.0239 4.0931 1.2475
H -3.9210 5.4774 0.7010
H -1.6465 5.7250 -0.3761
H -2.9205 5.3024 -1.5550
H -0.2357 5.1786 -2.2442
H -1.4023 4.1267 -3.0983
H 0.0271 3.4352 -2.3034
C -5.9084 2.3356 -9.4705
O -6.9122 1.3676 -9.9424
C -7.9335 1.1007 -8.9971
C -9.1545 0.5310 -9.6887
N -9.7055 1.5080 -10.6387
C -10.8044 1.0457 -11.4481
C -12.1503 1.1368 -10.7381
O -13.2126 0.5553 -11.5735
C -14.3918 0.3743 -10.8248
H -5.0601 2.5522 -10.1197
H -5.3976 1.8935 -8.6150
H -6.3790 3.2433 -9.0927
H -8.3043 1.8855 -8.3378
H -7.5280 0.3582 -8.3098
H -9.8965 0.3844 -8.9038
H -8.9488 -0.4415 -10.1359
H -8.9250 1.7669 -11.2251
H -10.5456 0.0130 -11.6820
H -11.0604 1.5534 -12.3781
H -12.3632 2.1024 -10.2794
H -11.9654 0.3849 -9.9709
H -15.2203 -0.0499 -11.3921
H -14.6751 1.3170 -10.3567
H -14.0650 -0.3190 -10.0497
```

Summary:
HOMO (alpha / beta): -0.7003 / -4.3415 eV
Spin multiplicity: 2
Charge: -1
Gap between HOMO and LUMO (alpha / beta): 2.8 / 6.5 eV

Here are the Mulliken charges for atoms 1 to 5, given in e: atom 1 (Zn): -0.82, atom 2 (C): -0.66, atom 3 (C): 0.94, atom 4 (O): -0.64, atom 5 (H): -0.14

A cluster of 8 separate species, C41H104N8O10 in total. Source: OMol25; level of theory: wB97M-V/def2-TZVPD.

Structure (XYZ):
```
163
C41H104N8O10 wB97M-V/def2-TZVPD
C -29.7963 30.6863 0.3347
C -29.1965 31.2973 1.6584
C -29.9106 32.6713 1.9208
C -29.6708 33.2646 3.3744
C -30.0752 32.1453 4.3461
C -29.3985 30.7582 4.1518
N -29.4151 30.3269 2.7211
O -28.8201 29.0447 2.4695
C -27.9814 30.9902 4.7684
C -30.2877 29.7991 4.8943
C -27.6764 31.5515 1.3270
H -29.2730 29.8049 -0.0361
H -29.8595 31.3776 -0.5056
H -30.8611 30.4981 0.4719
H -29.3797 33.3350 1.2383
H -30.8996 32.5092 1.4923
H -30.2936 34.1544 3.4667
H -28.6477 33.4490 3.7018
H -31.1628 32.0735 4.3418
H -29.9835 32.5813 5.3410
H -27.4305 31.8399 4.3649
H -27.9588 31.1696 5.8433
H -27.3548 30.1327 4.5230
H -30.5442 30.0540 5.9226
H -31.2370 29.6145 4.3915
H -29.8208 28.8329 5.0856
H -27.0843 32.0870 2.0691
H -27.5504 31.9824 0.3337
H -27.2502 30.5486 1.3039
H -29.5049 28.4311 2.7453
C -24.1954 35.2900 -2.0616
O -23.2451 34.7712 -1.1031
C -22.6235 35.7700 -0.2200
C -21.7484 36.9410 -1.0279
N -20.4654 36.5153 -1.5671
C -19.3233 36.5488 -0.7100
C -18.8738 35.1406 -0.1723
O -18.1353 35.1606 1.1130
C -17.6838 33.8585 1.5659
H -24.9820 35.9155 -1.6397
H -24.7970 34.4318 -2.3613
H -23.6915 35.6961 -2.9387
H -22.0624 35.1403 0.4704
H -23.3825 36.2926 0.3623
H -21.6620 37.7921 -0.3524
H -22.4336 37.2394 -1.8214
H -20.5746 35.6438 -2.0656
H -19.6384 37.1754 0.1243
H -18.4919 37.1416 -1.0914
H -18.1048 34.7627 -0.8460
H -19.7567 34.5033 -0.1225
H -17.5253 33.7303 2.6367
H -16.9237 33.4232 0.9172
H -18.5483 33.2238 1.3710
C -33.4671 23.3581 8.6422
O -33.0415 23.9088 7.5357
C -32.8898 23.1515 6.2974
C -31.8762 23.8607 5.4854
N -30.5567 23.6859 6.0737
C -29.4682 24.0595 5.1312
C -28.5188 22.9401 4.6801
O -28.5980 22.6633 3.3593
C -29.6845 21.8352 2.8939
H -32.7218 22.6990 9.0873
H -34.4164 22.8395 8.5081
H -33.8002 24.0909 9.3772
H -33.8400 23.1967 5.7653
H -32.7240 22.1293 6.6378
H -31.9500 24.9361 5.3235
H -31.8207 23.4378 4.4824
H -30.3604 24.2417 6.8938
H -28.9759 24.8951 5.6287
H -29.7835 24.6477 4.2694
H -28.3598 22.0650 5.3102
H -27.4980 23.3220 4.6880
H -29.5430 21.7436 1.8170
H -30.6732 22.2797 3.0078
H -29.5909 20.8762 3.4033
C -27.8788 27.1967 10.9453
C -29.3901 27.3380 11.0030
C -29.7071 28.7922 11.5116
O -29.3322 29.8292 10.6533
C -29.7769 31.1565 11.0018
N -29.8816 27.1250 9.6907
H -27.3277 27.9709 10.4114
H -27.5068 26.2389 10.5818
H -27.5382 27.1445 11.9794
H -29.7378 26.5537 11.6754
H -29.1865 28.8752 12.4656
H -30.7691 28.8862 11.7386
H -29.4634 31.9505 10.3240
H -29.5576 31.3082 12.0587
H -30.8639 31.2024 10.9361
H -29.5396 27.9326 9.1897
H -30.8530 27.3786 9.8010
C -35.0500 42.8739 3.4028
C -33.8675 42.0117 3.9298
C -34.2306 40.5324 4.2963
O -33.1977 40.2810 5.1246
C -33.1038 38.8384 5.3511
N -32.7640 42.0151 2.8780
H -34.9372 43.8624 2.9576
H -35.7603 43.0152 4.2175
H -35.6153 42.3514 2.6312
H -33.6620 42.5416 4.8599
H -34.3581 39.8569 3.4504
H -35.1490 40.5173 4.8832
H -32.6423 38.4809 4.4306
H -34.0197 38.3056 5.6067
H -32.5001 38.5733 6.2191
H -31.9133 41.5431 3.1493
H -32.9594 41.3720 2.1241
C -39.2296 27.0715 -2.6650
C -38.4054 27.7287 -3.8004
C -37.0779 28.3842 -3.3618
O -36.2287 27.2599 -2.8871
C -35.7632 27.5542 -1.5840
N -38.1447 26.6324 -4.8290
H -38.5278 26.3623 -2.2262
H -40.0380 26.5498 -3.1773
H -39.5483 27.6752 -1.8153
H -39.0269 28.4798 -4.2880
H -37.3960 29.0495 -2.5592
H -36.4474 29.0217 -3.9815
H -35.1506 26.7922 -1.1021
H -36.5894 27.7080 -0.8898
H -35.1659 28.4574 -1.7085
H -37.7219 27.1941 -5.5542
H -37.3379 26.1772 -4.4266
C -30.5985 28.8955 -6.5504
C -29.2959 28.8643 -7.3684
C -28.1086 29.4200 -6.4600
O -27.9584 28.8959 -5.1574
C -26.8632 29.3940 -4.3337
N -28.8635 27.4037 -7.5148
H -30.4674 28.5285 -5.5325
H -31.3923 28.3654 -7.0766
H -30.8152 29.9584 -6.4438
H -29.2689 29.4262 -8.3021
H -28.2076 30.4971 -6.3254
H -27.1477 29.3982 -6.9742
H -27.3236 30.3334 -4.0278
H -25.9564 29.5682 -4.9130
H -26.8136 28.9007 -3.3630
H -27.9873 27.4826 -8.0110
H -28.6179 27.3217 -6.5385
C -19.0599 26.4527 0.6017
C -20.5402 26.3071 0.8195
C -21.1860 27.3009 1.7568
O -22.5504 26.7974 1.7630
C -23.4421 27.1781 2.8046
N -21.3130 26.2307 -0.5031
H -18.7718 27.3655 0.0802
H -18.7289 25.6751 -0.0867
H -18.5737 26.4355 1.5771
H -20.6135 25.3238 1.2840
H -21.1005 28.3044 1.3399
H -20.7905 27.2921 2.7724
H -23.5113 28.2604 2.9138
H -23.1295 26.9320 3.8194
H -24.3986 26.6689 2.6863
H -21.1178 25.2903 -0.8156
H -22.1912 26.3321 -0.0145
```

Summary:
HOMO: -8.2913 eV
SMILES string: CC1(C)CCCC(C)(C)N1O.COC[C@H](C)N.COC[C@H](C)N.COC[C@H](C)N.COC[C@H](C)N.COC[C@H](C)N.COCCNCCOC.COCCNCCOC
Gap between HOMO and LUMO: 8.5 eV

Here are the Mulliken charges for atoms 1 to 5, given in e: atom 1 (C): -1.83, atom 2 (C): 1.26, atom 3 (C): -1.25, atom 4 (C): -0.70, atom 5 (C): -1.44

A cluster of 16 separate species, C41H105BrF2N2O17PSSi in total. Source: OMol25; level of theory: wB97M-V/def2-TZVPD.

Structure (XYZ):
```
171
C41H105BrF2N2O17PSSi wB97M-V/def2-TZVPD
C -1.5575 -3.3932 -1.3855
C -1.3688 -1.9543 -1.9159
C 0.0136 -1.8935 -2.5336
N 0.4810 -0.5747 -3.1542
C 1.5271 -0.9465 -4.1879
C 2.6897 -1.7582 -3.6208
C 2.7578 -3.2233 -4.0843
Br 2.5232 -4.4813 -2.6256
C 1.2137 0.2598 -2.1276
C 0.3972 1.5235 -1.7807
C 1.1384 2.8485 -2.0091
C 1.5859 3.4436 -0.6687
C 2.6459 4.4760 -0.9373
O 3.2772 5.0500 0.2306
C 2.8009 4.6770 1.4414
C 1.7955 5.5837 2.0753
O 3.2179 3.7124 1.9843
C -0.9613 1.2049 -2.4689
C -2.0454 2.2908 -2.6123
F -1.5138 3.5078 -2.3085
F -2.4909 2.3888 -3.8984
C -3.2441 2.0539 -1.7027
C -2.8927 2.3794 -0.2414
Si -3.7454 1.3034 1.0521
C -5.5833 1.6155 1.1449
C -3.4718 -0.5223 0.6975
C -2.8186 1.6606 2.6539
C -2.2881 0.6300 3.4430
C -1.5419 0.8765 4.5968
C -1.3239 2.1889 4.9913
C -1.8560 3.2301 4.2274
C -2.5897 2.9808 3.0592
C -0.5596 0.3780 -3.6922
N -1.6086 -0.1666 -4.4775
P 0.2485 1.6632 -4.9386
S 0.1253 1.1444 -6.7980
H -1.0774 -3.4684 -0.4119
H -2.6094 -3.5793 -1.2100
H -1.1313 -4.1358 -2.0513
H -1.4379 -1.3221 -1.0414
H -2.1702 -1.7666 -2.6166
H 0.0762 -2.6582 -3.2970
H 0.7031 -2.1085 -1.7307
H 1.9369 -0.0676 -4.6592
H 1.0268 -1.4975 -4.9798
H 3.6123 -1.2952 -3.9508
H 2.7327 -1.7512 -2.5378
H 1.9913 -3.4496 -4.8155
H 3.7170 -3.4281 -4.5339
H 1.4029 -0.2656 -1.1991
H 2.1958 0.5779 -2.4549
H 0.1857 1.4964 -0.7167
H 0.6099 3.5716 -2.6165
H 2.0620 2.6296 -2.5501
H 2.0034 2.6158 -0.1033
H 0.7125 3.8597 -0.1726
H 2.2478 5.3019 -1.5250
H 3.4543 4.0501 -1.5245
H 2.2427 6.5680 2.1953
H 0.9396 5.7062 1.4181
H 1.5123 5.1796 3.0344
H -1.4059 0.5155 -1.7540
H -3.5632 1.0179 -1.7974
H -4.0415 2.6953 -2.0617
H -1.8224 2.2770 -0.0726
H -3.1402 3.4123 -0.0090
H -5.9758 1.7044 0.1332
H -6.1041 0.7675 1.5780
H -5.8588 2.5132 1.6888
H -3.7881 -1.1383 1.5314
H -3.9433 -0.8617 -0.2199
H -2.3954 -0.6720 0.6204
H -2.4429 -0.3913 3.1260
H -1.1466 0.0465 5.1525
H -0.7512 2.3598 5.8841
H -1.6688 4.2482 4.5377
H -2.9604 3.8354 2.5090
H -1.4119 -1.0998 -4.8145
H -2.4707 -0.1858 -3.9544
H -0.3397 2.8957 -4.6324
H 1.5967 1.8297 -4.5806
C 6.2442 7.3956 1.8707
O 5.2224 6.9561 2.7677
H 6.9786 7.9480 2.4489
H 6.7340 6.5427 1.3928
H 5.8351 8.0529 1.1030
H 4.5761 6.4708 2.2510
C -1.8476 0.8934 8.6513
O -0.9714 0.5987 7.5545
H -2.8399 1.0730 8.2500
H -1.8891 0.0524 9.3474
H -1.5106 1.7861 9.1817
H -0.0979 0.4396 7.9282
C -3.5652 -3.9607 -4.6522
O -3.2911 -2.5520 -4.6943
H -2.6301 -4.4820 -4.8345
H -3.9471 -4.2533 -3.6718
H -4.2892 -4.2342 -5.4213
H -4.1203 -2.0917 -4.5342
C -0.2945 6.1948 -3.7079
O 0.8412 7.0246 -3.4894
H 0.0082 5.3989 -4.3861
H -0.6390 5.7520 -2.7703
H -1.1119 6.7544 -4.1682
H 0.5835 7.7317 -2.8922
C -0.0478 -3.2682 6.3280
O 0.3286 -1.9059 6.4902
H 0.8557 -3.8489 6.1532
H -0.5442 -3.6477 7.2249
H -0.7177 -3.3830 5.4732
H -0.4706 -1.3925 6.6618
C -1.1954 -7.0084 -4.5946
O -0.8278 -5.7011 -4.1337
H -2.1624 -6.9210 -5.0850
H -0.4644 -7.3902 -5.3031
H -1.2801 -7.7014 -3.7567
H 0.0254 -5.7735 -3.6987
C 0.8253 -10.7967 -4.8069
O 0.9763 -9.3774 -4.9183
H -0.2108 -10.9985 -4.5505
H 1.0575 -11.2838 -5.7566
H 1.4673 -11.1999 -4.0221
H 1.8930 -9.2016 -5.1449
C 7.6024 10.9790 0.8612
O 7.9769 9.7082 0.3358
H 6.6205 11.2194 0.4626
H 7.5441 10.9543 1.9527
H 8.3072 11.7557 0.5557
H 8.8461 9.4938 0.6844
C 7.9744 3.7125 0.3032
O 6.5920 3.5750 -0.0173
H 8.5249 3.7481 -0.6330
H 8.1600 4.6358 0.8569
H 8.3306 2.8632 0.8917
H 6.0966 3.5483 0.8077
C -2.0993 -6.1940 4.6971
O -2.1569 -4.9090 4.0797
H -3.0807 -6.3979 5.1152
H -1.8562 -6.9696 3.9677
H -1.3604 -6.2104 5.5026
H -1.2898 -4.7327 3.7037
C -9.4402 2.0749 -0.9141
O -8.6554 1.8231 0.2492
H -8.8437 1.7912 -1.7776
H -10.3571 1.4810 -0.9091
H -9.6978 3.1336 -0.9958
H -9.1805 2.0729 1.0141
C 0.0486 -2.6504 2.5959
O -1.3021 -2.7518 2.1446
H 0.6851 -2.5943 1.7149
H 0.1977 -1.7527 3.2009
H 0.3412 -3.5272 3.1805
H -1.8691 -2.8009 2.9216
C -5.5553 -0.3224 8.6467
O -5.1856 1.0494 8.7559
H -4.6451 -0.8928 8.4780
H -6.0295 -0.6778 9.5646
H -6.2331 -0.4828 7.8048
H -5.9859 1.5594 8.9055
C 5.3687 0.8396 -2.1937
O 4.4559 0.2759 -1.2463
H 5.1017 0.4558 -3.1768
H 5.3033 1.9296 -2.2049
H 6.3951 0.5461 -1.9695
H 4.6980 0.6186 -0.3805
C 3.3396 -12.8699 -1.7175
O 1.9449 -12.9315 -2.0032
H 3.8639 -12.7956 -2.6666
H 3.5808 -11.9932 -1.1104
H 3.6767 -13.7704 -1.1991
H 1.4779 -12.9994 -1.1666
```

Summary:
HOMO: -10.7642 eV
Charge: +1
Gap between HOMO and LUMO: 9.1 eV

Here are the Mulliken charges for atoms 1 to 5, given in e: atom 1 (C): -1.38, atom 2 (C): 0.36, atom 3 (C): -0.37, atom 4 (N): 0.64, atom 5 (C): -0.60

| no. | strongest force on any atom (eV/A) | calculated total energy (a.u.) |
| --- | --- | --- |
| 1 | 3.6 | -4784.003629 |
| 2 | 5.2 | -2814.439988 |
| 3 | 2.1 | -6816.078654 |